Record 1
13
Properties=species:S:1:pos:R:3:nbo_charge:R:1 method="wB97M-V/def2-TZVPD" lumo_energy_ev=-0.442 e_above_lowest_ev=0.2418 orbital_gap_ha=0.143 energy_ha=-550.57800 total_charge=0
O 0.12 1.38 -0.10 -0.456
C -0.60 0.29 -0.27 1.010
C 0.96 1.25 1.06 -0.103
O -1.54 0.21 -1.04 -0.683
O -0.36 -0.62 0.66 -0.476
C 0.70 -0.19 1.52 -0.104
Mg -0.79 -1.58 -4.45 0.018
H 0.64 2.00 1.79 0.201
H 2.00 1.43 0.76 0.211
H 0.35 -0.26 2.56 0.205
H 1.56 -0.86 1.36 0.206
Li -2.27 -1.49 -1.44 0.898
H -0.78 -1.55 -2.42 -0.928

Record 2
52
Properties=species:S:1:pos:R:3:nbo_charge:R:1 method="wB97M-V/def2-TZVPD" lumo_energy_ev=-2.433 e_above_lowest_ev=2.2395 orbital_gap_ha=0.387 energy_ha=-1299.82664 total_charge=+1
O 3.79 2.61 -0.60 -0.904
H 0.82 -3.15 -1.96 0.480
H -0.22 -2.66 -1.00 0.485
O 0.36 -2.33 -1.70 -0.963
H 2.84 -0.05 -4.77 0.493
H -1.73 4.86 2.82 0.482
O 0.64 1.88 -0.29 -0.969
H 0.08 1.58 0.43 0.495
H 2.71 0.62 -2.29 0.533
O 0.13 -3.15 3.93 -0.956
H 0.85 -3.47 4.48 0.496
H 1.63 0.81 -1.31 0.543
O 2.62 0.63 -1.29 -0.869
H 1.06 -0.30 1.90 0.520
O -3.90 1.99 2.60 -0.952
H -3.17 2.51 2.25 0.474
H -3.29 -3.35 1.47 0.473
O 2.38 -4.40 2.04 -0.942
H -2.96 2.95 -1.87 0.482
H -3.15 -3.15 -2.60 0.482
O 0.29 -2.09 1.48 -1.030
H 4.75 2.72 -0.59 0.506
H 0.92 -2.54 0.92 0.502
O 2.71 -0.16 -3.83 -0.993
H -1.58 4.94 1.37 0.471
H 1.72 -0.23 -3.83 0.505
O -2.57 -2.98 0.93 -0.964
H 2.02 -4.96 2.73 0.468
H -1.78 -2.96 1.48 0.487
O 0.12 -0.50 -4.30 -0.963
H 2.50 3.28 1.92 0.510
H -5.68 0.37 -0.39 0.478
O -2.31 -3.00 -3.05 -0.953
H -0.28 -1.34 -4.03 0.504
H -1.86 -2.28 -2.63 0.470
O 3.28 2.73 1.88 -0.943
H 3.70 2.59 0.44 0.515
H 0.38 2.81 -0.41 0.496
O -5.00 1.05 -0.34 -0.950
H 2.90 -5.08 1.58 0.475
H -3.97 1.24 2.01 0.476
O 1.87 0.01 2.32 -1.020
H 3.16 1.83 2.23 0.525
H 0.32 -2.25 2.45 0.512
O -1.55 4.28 2.07 -0.950
H -5.49 1.86 -0.49 0.473
H -0.38 -2.48 4.39 0.492
O -2.38 3.30 -2.55 -0.965
H -2.69 4.13 -2.92 0.483
H 3.27 1.56 -1.00 0.511
H -0.59 0.15 -4.32 0.496
H 2.70 -0.45 2.26 0.493

Record 3
102
Properties=species:S:1:pos:R:3:nbo_charge:R:1 method="wB97M-V/def2-TZVPD" lumo_energy_ev=4.324 orbital_gap_ha=0.150 energy_ha=-4969.75971 total_charge=-2
Pd 1.20 -0.30 0.43 0.145
C 0.61 -2.96 -3.65 -0.404
C 0.41 -1.60 -3.00 -0.220
N 0.01 -1.75 -1.61 -0.636
C -0.20 -2.95 -1.02 0.607
N -0.12 -3.08 0.27 -0.578
C -0.50 -4.37 0.79 -0.220
C -1.78 -4.86 0.12 -0.425
C -1.48 -5.05 -1.36 -0.188
N -0.57 -4.03 -1.85 -0.485
C -0.56 -3.84 -3.28 -0.199
H 1.53 -3.41 -3.26 0.209
H 0.71 -2.86 -4.73 0.195
H -0.36 -1.05 -3.55 0.163
H 1.34 -1.03 -3.02 0.244
H 0.47 -0.98 -0.92 0.359
H -0.64 -4.29 1.87 0.180
H 0.30 -5.12 0.62 0.153
H -2.54 -4.08 0.24 0.208
H -2.15 -5.79 0.55 0.186
H -2.42 -5.01 -1.94 0.169
H -1.03 -6.04 -1.53 0.163
H -1.50 -3.40 -3.64 0.167
H -0.47 -4.83 -3.74 0.175
C 1.74 0.86 3.04 -0.290
C 1.73 1.23 4.55 -0.255
N 1.17 0.13 5.35 -0.441
C 2.00 -1.06 5.14 -0.252
C 2.04 -1.43 3.63 -0.251
N 1.22 -0.50 2.88 -0.432
C -0.16 -0.55 3.36 -0.278
C -0.19 -0.14 4.86 -0.254
H 2.74 0.89 2.61 0.229
H 1.09 1.52 2.45 0.255
H 1.13 2.13 4.75 0.185
H 2.74 1.42 4.93 0.177
H 1.57 -1.87 5.75 0.176
H 2.99 -0.85 5.54 0.180
H 1.67 -2.44 3.46 0.194
H 3.06 -1.37 3.22 0.215
H -0.54 -1.56 3.21 0.194
H -0.74 0.13 2.73 0.268
H -0.61 -0.93 5.49 0.175
H -0.78 0.76 5.03 0.187
C 0.66 2.28 -2.05 -0.633
C -0.58 3.14 -2.27 0.268
C -0.16 4.60 -2.46 -0.612
C -1.32 2.65 -3.52 -0.633
O -1.47 3.13 -1.17 -0.938
Si -1.80 1.85 -0.14 2.461
O -0.64 1.33 0.75 -1.391
O -3.09 2.46 0.76 -0.934
C -3.09 3.63 1.56 0.278
C -3.67 4.78 0.73 -0.632
C -3.99 3.33 2.76 -0.614
C -1.69 4.02 2.07 -0.648
O -2.57 0.76 -1.15 -0.936
C -3.35 -0.36 -0.76 0.288
C -3.26 -1.38 -1.90 -0.637
C -2.83 -1.00 0.53 -0.654
C -4.81 0.08 -0.58 -0.630
H 1.36 2.39 -2.88 0.194
H 0.37 1.23 -1.96 0.233
H 1.16 2.54 -1.11 0.235
H 0.45 4.72 -3.36 0.188
H 0.42 4.93 -1.60 0.206
H -1.05 5.23 -2.55 0.194
H -0.64 2.59 -4.38 0.188
H -2.15 3.32 -3.76 0.189
H -1.73 1.66 -3.31 0.239
H -4.68 4.54 0.41 0.196
H -3.04 4.88 -0.16 0.236
H -3.68 5.72 1.28 0.180
H -4.98 3.03 2.41 0.199
H -4.09 4.21 3.40 0.182
H -3.57 2.51 3.34 0.212
H -1.07 4.32 1.22 0.227
H -1.21 3.15 2.52 0.242
H -1.76 4.84 2.79 0.183
H -2.25 -1.78 -1.94 0.239
H -3.49 -0.90 -2.85 0.196
H -3.97 -2.20 -1.73 0.180
H -1.75 -1.14 0.46 0.271
H -3.33 -1.96 0.71 0.180
H -3.03 -0.33 1.38 0.209
H -5.23 0.39 -1.55 0.189
H -4.83 0.94 0.09 0.234
H -5.41 -0.73 -0.17 0.181
Br 4.30 -0.31 -4.16 0.041
C 5.64 -0.45 -2.81 -0.049
C 6.94 -0.50 -3.31 -0.267
C 8.02 -0.61 -2.45 -0.232
C 7.80 -0.65 -1.09 -0.263
C 6.51 -0.56 -0.60 -0.117
C 5.39 -0.47 -1.43 -0.166
C 4.02 -0.38 -0.72 0.757
O 3.00 -0.59 -1.40 -0.752
O 4.11 -0.16 0.51 -0.745
H 7.10 -0.45 -4.38 0.209
H 9.03 -0.65 -2.85 0.193
H 8.64 -0.73 -0.41 0.193
H 6.31 -0.57 0.47 0.239

Record 4
69
Properties=species:S:1:pos:R:3:nbo_charge:R:1 method="wB97M-V/def2-TZVPD" lumo_energy_ev="-4.501 / -4.686" orbital_gap_ha="0.162 / 0.158" energy_ha=-1848.44850 total_charge=+1
Tl 0.31 -1.91 -1.63 0.771
C 3.66 -0.56 2.02 -0.122
C 2.67 -0.24 2.99 0.110
C 2.80 -2.53 2.86 0.038
C 3.74 -1.96 1.95 0.073
C 2.11 -1.47 3.51 -0.134
C 4.51 0.42 1.31 -0.640
H 3.94 1.32 1.07 0.185
H 4.87 -0.03 0.38 0.211
H 5.38 0.72 1.89 0.219
C 4.68 -2.76 1.12 -0.670
H 5.32 -2.09 0.52 0.210
H 4.12 -3.42 0.44 0.254
H 5.33 -3.40 1.73 0.237
C 2.61 -3.98 3.10 -0.664
H 3.53 -4.43 3.50 0.228
H 2.37 -4.49 2.16 0.256
H 1.80 -4.13 3.82 0.217
C 1.13 -1.58 4.57 -0.634
H 1.57 -1.59 5.58 0.220
H 0.57 -2.51 4.47 0.220
H 0.41 -0.75 4.54 0.196
C 2.25 1.11 3.41 -0.665
H 2.82 1.48 4.29 0.246
H 1.19 1.15 3.69 0.215
H 2.42 1.86 2.60 0.200
C -1.93 1.06 -3.42 -0.085
C -1.13 2.15 -2.95 -0.498
C -1.86 3.44 -2.43 -0.410
C -3.24 3.31 -1.77 -0.448
C -3.42 2.11 -0.87 -0.263
C -3.99 0.92 -1.24 -0.137
C -4.29 0.49 -2.63 -0.465
C -3.36 1.15 -3.71 -0.478
H -2.01 4.12 -3.30 0.253
H -4.07 3.38 -2.52 0.228
H -1.14 3.94 -1.77 0.207
H -3.66 2.20 -3.88 0.227
H -1.44 0.04 -3.51 0.173
H -0.23 2.47 -3.48 0.230
H -3.56 0.59 -4.65 0.250
H -4.19 -0.62 -2.67 0.218
H -4.33 0.24 -0.46 0.217
H -5.34 0.75 -2.89 0.260
H -3.29 4.19 -1.08 0.245
H -3.20 2.31 0.18 0.224
P 0.17 1.14 -1.90 1.371
C 1.09 0.55 -3.39 -0.959
C 0.82 2.37 -0.77 -0.978
P -1.56 -0.76 0.44 0.796
C -1.34 0.20 -1.13 -1.132
C -2.33 0.46 1.62 -0.928
C -2.93 -1.97 0.01 -0.921
H 1.39 -0.50 -3.47 0.265
H 2.04 1.10 -3.44 0.284
H 0.50 0.76 -4.32 0.290
H 0.10 3.22 -0.77 0.271
H 1.77 2.74 -1.15 0.286
H 0.99 2.07 0.27 0.297
H -3.68 -1.60 -0.72 0.222
H -3.45 -2.27 0.94 0.273
H -2.45 -2.85 -0.42 0.247
H -1.81 -0.41 -1.93 0.287
H -1.85 1.19 -1.05 0.341
H -2.28 0.03 2.65 0.270
H -3.39 0.77 1.45 0.237
H -1.70 1.38 1.63 0.234
N 1.96 -5.56 -0.60 -0.534
C 1.49 -4.50 -0.77 -0.243

Record 5
18
Properties=species:S:1:pos:R:3:nbo_charge:R:1 method="wB97M-V/def2-TZVPD" smiles="CC=C=P.C=CC" lumo_energy_ev=0.321 e_above_lowest_ev=2.9474 orbital_gap_ha=0.348 energy_ha=-576.40930 total_charge=0
C 0.96 -2.18 -0.17 -0.645
C 1.87 -0.96 -0.09 -0.293
C 1.74 0.05 -0.92 -0.331
C -1.70 2.41 0.57 -0.403
C -1.37 -0.13 0.77 -0.652
C -0.89 1.36 0.66 -0.156
P 1.07 1.12 -1.97 0.396
H -0.15 -2.02 0.02 0.230
H 0.92 -2.55 -1.25 0.229
H 2.68 -1.08 0.60 0.228
H 1.22 -2.88 0.62 0.221
H -2.74 2.50 0.56 0.194
H -1.16 3.38 0.70 0.187
H -0.89 -0.66 -0.14 0.216
H -1.07 -0.43 1.70 0.216
H -2.45 -0.16 0.48 0.213
H 0.08 1.54 0.90 0.186
H 1.87 0.69 -3.04 -0.035